This record from the OMol25 dataset describes a cluster of 2 separate species, C10H16 in total at a distorted geometry. The level of theory is ωB97M-V/def2-TZVPD.

Output
* SMILES string: CCc1ccccc1.CC
* charge: 0
* E_LUMO: 0.036 hartree
* molecular weight: 136.24 g/mol
* energy relative to the best compared isomer or geometry (same formula, charge and spin): 51.30 kJ/mol
* Kohn-Sham gap: 10.1 eV
* DFT total energy: -10629.21190 eV

Bonds (Å) are listed after each position.
Positions of all 26 atoms, in Å:
1 C 2.1141 1.6072 0.2516  C2 1.535, H9 1.093, H10 1.086, H11 1.092
2 C 0.8920 1.4319 -0.6604  C1 1.535, C3 1.503, H12 1.086, H13 1.089
3 C -0.4265 1.5200 0.0562  C2 1.503, C4 1.397, C8 1.380
4 C -1.1873 2.6881 -0.0272  C3 1.397, C5 1.379, H14 1.082
5 C -2.4498 2.7822 0.5196  C4 1.379, C6 1.390, H15 1.079
6 C -3.0020 1.6568 1.1207  C5 1.390, C7 1.372, H16 1.089
7 C -2.2586 0.5134 1.2704  C6 1.372, C8 1.401, H17 1.085
8 C -0.9701 0.4430 0.7259  C3 1.380, C7 1.401, H18 1.086
9 H 1.9064 1.1925 1.2413  C1 1.093
10 H 2.4418 2.6320 0.4024  C1 1.086
11 H 2.9573 0.9920 -0.0688  C1 1.092
12 H 0.9153 2.1775 -1.4500  C2 1.086
13 H 0.9752 0.4607 -1.1463  C2 1.089
14 H -0.7179 3.5761 -0.4299  C4 1.082
15 H -3.0129 3.7022 0.4885  C5 1.079
16 H -4.0098 1.7018 1.5310  C6 1.089
17 H -2.6277 -0.3964 1.7330  C7 1.085
18 H -0.5157 -0.5364 0.6132  C8 1.086
19 C 1.6375 -3.3238 -1.2832  C20 1.535, H21 1.090, H22 1.087, H23 1.094
20 C 0.5538 -3.7050 -0.2648  C19 1.535, H24 1.086, H25 1.085, H26 1.084
21 H 1.4835 -3.6502 -2.3114  C19 1.090
22 H 1.9369 -2.2788 -1.2587  C19 1.087
23 H 2.5605 -3.8500 -1.0219  C19 1.094
24 H 1.0025 -4.1744 0.6055  C20 1.086
25 H 0.0143 -2.8185 0.0517  C20 1.085
26 H -0.2129 -4.3439 -0.6886  C20 1.084

natural (NBO) population analysis, charges in e, atoms 1 to 5: -0.61 -0.42 0.00 -0.22 -0.20